ORCA calculation (wB97M-V/def2-TZVPD) on a structure of composition C10H6IrN3OS7Se.

Cartesian coordinates (Å):
1 Ir -0.23226 0.60010 -0.14136
2 S 5.00835 -0.26033 4.87768
3 C 3.82002 -0.07428 3.78119
4 S 2.29125 0.68393 4.13373
5 C 1.60208 0.55522 2.53201
6 C 2.39689 -0.06165 1.58030
7 S 1.95355 -0.34367 -0.03672
8 S 3.96029 -0.61187 2.12880
9 S 0.04155 1.15830 2.25913
10 Se -1.89900 -3.00447 -0.58180
11 N -3.58613 -2.59377 -0.21053
12 C -3.70488 -1.26684 -0.13739
13 C -4.83021 -0.48513 0.17476
14 C -4.64642 0.88681 0.32269
15 C -3.41158 1.48975 0.11997
16 N -2.33366 0.77604 -0.25325
17 C -2.48349 -0.55331 -0.35279
18 N -1.39130 -1.26819 -0.61703
19 H -5.80016 -0.94607 0.29695
20 H -5.48673 1.51528 0.58140
21 H -3.27454 2.55705 0.21390
22 C 2.57740 3.69931 0.55565
23 O 1.28946 4.30134 0.75658
24 C 0.24982 3.86620 0.08280
25 S -1.24329 4.49896 0.32274
26 S 0.39951 2.63886 -1.13787
27 H 3.27799 4.30989 1.11551
28 H 2.84761 3.69780 -0.49998
29 H 2.58358 2.67624 0.93561

Force components x, y, z for each atom (eV/Å):
Ir 3.0 0.9 0.3
S 1.7 -0.3 1.5
C -1.9 0.3 -1.8
S -0.4 0.1 -0.3
C 1.1 -0.4 0.4
C 0.6 0.1 1.3
S -1.6 0.5 -0.7
S -0.2 0.0 -0.4
S -0.9 -0.1 -1.2
Se -0.4 1.3 0.3
N 0.0 0.1 -0.2
C 1.0 -0.6 -0.1
C -0.5 1.3 0.3
C -1.3 -1.7 -0.1
C 2.3 -0.5 -0.8
N -1.2 1.3 1.0
C -0.6 -1.3 -0.3
N -0.5 -0.2 0.3
H 0.0 0.0 0.1
H 0.0 0.0 0.0
H 0.2 0.1 0.1
C 0.2 -0.2 -0.1
O 0.1 0.0 -0.1
C -1.1 0.2 0.3
S 0.0 0.4 0.4
S 0.6 -1.5 -0.3
H -0.1 0.0 0.1
H 0.0 0.0 0.1
H -0.1 0.1 0.0

Computed properties:
* spin multiplicity: 5
* Kohn-Sham gap (alpha / beta): 2.0861 / 4.1974 eV
* LUMO (alpha / beta): -0.1173 / -0.1184 Ha
* <S²>: 6.02

Atomic partial charges in e from the Löwdin method, atoms 1 to 2:
1. Ir 0.64
2. S 0.56


ORCA calculation (wB97M-V/def2-TZVPD) on a structure of composition C54H47CrN6O2S4Sb.

Cartesian coordinates (Å):
1 Cr -0.98112 -0.51882 -0.40444
2 S -4.55307 5.62925 -0.20167
3 C -3.51235 6.97736 -0.10041
4 C -2.21179 6.61219 0.07080
5 C -2.05373 5.21151 0.12084
6 C -3.23123 4.52000 -0.01755
7 C -3.42874 3.07882 -0.08813
8 C -2.32217 2.20572 -0.11055
9 N -2.40793 0.89678 -0.28712
10 C -3.65475 0.36098 -0.40850
11 C -4.82648 1.12593 -0.33193
12 C -6.08456 0.44775 -0.45471
13 C -6.15424 -0.89230 -0.62284
14 C -4.96682 -1.68958 -0.71897
15 C -4.95597 -3.08026 -0.87610
16 C -3.75006 -3.75210 -1.03252
17 C -2.58146 -2.97512 -1.07749
18 N -2.54554 -1.67367 -0.84511
19 C -3.72778 -1.03502 -0.65197
20 C -3.65289 -5.20428 -1.10671
21 C -2.58473 -5.98173 -1.47559
22 C -2.83799 -7.36628 -1.35403
23 C -4.09054 -7.62986 -0.89078
24 S -4.97916 -6.20369 -0.60207
25 C -4.69156 2.50975 -0.18396
26 H -3.91951 7.97266 -0.17647
27 H -1.38843 7.30774 0.14558
28 H -1.09573 4.73539 0.26476
29 H -1.32160 2.60113 0.00277
30 H -6.98993 1.03992 -0.41694
31 H -7.11095 -1.39013 -0.71409
32 H -5.88770 -3.63253 -0.88465
33 H -1.63151 -3.43805 -1.30461
34 H -1.64788 -5.58908 -1.84983
35 H -2.11820 -8.13391 -1.59511
36 H -4.54415 -8.58980 -0.70452
37 H -5.57371 3.13729 -0.15868
38 N 5.20241 -0.35026 0.66974
39 C 3.96945 -0.06817 1.09932
40 N 3.70606 -0.10058 2.41034
41 N 3.06582 0.15791 0.17628
42 C 1.81259 0.34896 0.17149
43 N 0.67715 0.50888 -0.06372
44 H 5.97267 -0.48885 1.29998
45 H 5.37794 -0.35085 -0.32118
46 H 4.45718 -0.10596 3.07974
47 H 2.83942 0.31171 2.72436
48 C -1.04639 -0.78412 4.48021
49 S -1.89765 -0.55290 2.90087
50 C -3.20114 -1.77981 3.18404
51 O -0.98528 -1.16870 1.87400
52 H -0.75776 -1.82757 4.59292
53 H -1.71171 -0.46132 5.27961
54 H -0.15615 -0.15927 4.46050
55 H -3.76758 -1.48441 4.06651
56 H -2.75373 -2.76287 3.31997
57 H -3.85145 -1.77380 2.31015
58 C 1.54173 8.43698 -0.97152
59 C 1.43038 7.66952 -2.12316
60 C 1.46927 6.28549 -2.03732
61 C 1.63175 5.66133 -0.80345
62 C 1.75008 6.43575 0.34650
63 C 1.71450 7.82212 0.25997
64 Sb 1.28288 3.54036 -0.68496
65 C 2.75926 2.70957 -2.01372
66 C 2.23753 2.25927 -3.22394
67 C 3.06429 1.71554 -4.19754
68 C 4.42296 1.58082 -3.95201
69 C 4.94473 2.00346 -2.73712
70 C 4.12294 2.57807 -1.77734
71 C 2.16257 3.30890 1.27806
72 C 3.44087 3.74988 1.61243
73 C 3.89580 3.68035 2.92483
74 C 3.06261 3.19400 3.92320
75 C 1.78201 2.75879 3.60374
76 C 1.34061 2.80178 2.28491
77 H 1.49639 9.51610 -1.03756
78 H 1.30309 8.14643 -3.08631
79 H 1.38377 5.68572 -2.93786
80 H 1.88130 5.96304 1.31320
81 H 1.81341 8.42002 1.15703
82 H 1.17120 2.33449 -3.41352
83 H 2.64790 1.41072 -5.14904
84 H 5.06972 1.15426 -4.70710
85 H 6.00522 1.89692 -2.54004
86 H 4.55773 2.92664 -0.84885
87 H 4.06475 4.20692 0.85360
88 H 4.88507 4.03818 3.18165
89 H 3.39884 3.18362 4.95248
90 H 1.12043 2.41468 4.39026
91 H 0.33619 2.46942 2.04502
92 O 0.21372 -2.12380 -0.87306
93 S 1.50868 -2.86838 -0.64016
94 C 1.25063 -3.90869 0.80960
95 C 2.36432 -4.48078 1.40902
96 C 2.18820 -5.34080 2.48217
97 C 0.90945 -5.61877 2.94506
98 C -0.19247 -5.01387 2.35545
99 C -0.02520 -4.14464 1.28888
100 C 1.40843 -4.17552 -1.89511
101 C 0.56985 -3.95092 -2.97595
102 C 0.48766 -4.90475 -3.98049
103 C 1.24590 -6.06338 -3.90097
104 C 2.09000 -6.27160 -2.81837
105 C 2.18104 -5.32410 -1.81101
106 H 3.35858 -4.25960 1.03742
107 H 3.04777 -5.79837 2.95283
108 H 0.77302 -6.29823 3.77553
109 H -1.18760 -5.23505 2.71971
110 H -0.87177 -3.64652 0.84135
111 H -0.00223 -3.03438 -3.03022
112 H -0.16302 -4.73734 -4.82813
113 H 1.19274 -6.79926 -4.69179
114 H 2.68159 -7.17471 -2.75604
115 H 2.84297 -5.48773 -0.97213

Force components x, y, z for each atom (eV/Å):
Cr 1.3 -0.6 0.2
S 0.2 -0.2 0.0
C 0.0 0.0 0.0
C 0.0 0.1 0.0
C -0.1 -0.2 0.1
C 0.0 0.4 0.0
C -0.5 -0.2 -0.1
C 0.2 0.0 0.1
N -1.0 0.9 0.1
C -0.2 0.3 0.0
C 0.3 -0.3 -0.1
C -0.2 -0.1 0.0
C -0.1 0.0 0.0
C 0.3 0.2 0.0
C 0.3 -0.2 -0.1
C -0.4 0.3 0.0
C 0.2 0.0 0.0
N -1.3 -0.9 -0.3
C -0.2 -0.3 -0.1
C -0.2 -0.4 0.1
C 0.0 0.2 0.0
C 0.0 -0.1 0.0
C 0.0 0.0 0.0
S 0.3 0.1 -0.1
C 0.4 0.1 0.1
H 0.0 0.0 0.0
H 0.0 0.0 0.0
H 0.0 0.0 0.0
H 0.0 0.0 -0.1
H 0.0 0.0 0.0
H 0.0 0.0 0.0
H -0.1 0.1 0.0
H 0.0 0.0 0.2
H 0.0 0.0 0.0
H 0.0 0.0 0.0
H 0.0 0.0 0.0
H -0.1 0.0 0.0
N 0.1 0.0 0.1
C -0.2 -0.1 -0.1
N -0.1 0.2 0.3
N 0.4 0.0 -0.5
C -0.3 -0.1 -0.1
N 0.9 0.4 0.5
H 0.0 0.0 0.0
H -0.1 0.1 0.0
H 0.0 0.0 0.0
H 0.0 0.1 0.0
C -0.1 0.1 -0.3
S -0.2 -0.4 0.7
C 0.1 0.3 -0.1
O 0.1 0.0 -0.4
H -0.1 0.0 -0.1
H 0.0 0.0 0.0
H 0.0 0.1 0.0
H 0.0 0.0 0.0
H 0.1 0.0 0.0
H 0.0 0.0 0.0
C 0.0 0.1 0.0
C 0.0 0.0 0.0
C 0.1 0.0 0.0
C 0.0 -0.4 0.0
C 0.0 0.0 0.0
C 0.0 0.0 0.0
Sb 0.3 0.3 0.0
C -0.2 0.2 0.2
C 0.0 0.0 0.0
C 0.0 0.0 0.0
C -0.1 0.0 0.0
C 0.1 0.0 0.1
C 0.0 0.0 0.0
C -0.1 -0.1 -0.3
C 0.0 0.0 0.0
C 0.0 0.0 0.0
C 0.0 0.0 0.0
C 0.0 -0.1 0.0
C 0.1 0.1 0.1
H 0.0 0.0 0.0
H 0.0 0.0 0.0
H 0.0 0.1 0.0
H 0.0 0.1 0.0
H 0.0 0.0 0.0
H 0.0 0.0 0.0
H 0.0 0.0 0.0
H 0.0 0.0 0.0
H 0.0 0.1 0.0
H 0.0 0.0 0.0
H 0.1 0.0 0.0
H 0.0 0.0 0.0
H 0.0 0.0 0.0
H 0.0 0.0 0.0
H 0.0 0.0 0.0
O -0.2 0.0 0.0
S -0.1 -0.7 0.1
C 0.1 0.2 -0.1
C 0.1 0.1 -0.1
C 0.0 -0.1 0.0
C 0.0 0.0 0.0
C 0.0 0.0 0.0
C -0.1 0.0 -0.1
C 0.0 0.2 0.0
C 0.0 0.1 0.0
C 0.0 -0.1 0.0
C 0.0 0.0 0.0
C 0.0 0.0 0.0
C 0.1 0.1 0.1
H 0.0 0.0 0.0
H 0.0 0.0 0.0
H 0.0 0.0 0.0
H 0.0 0.0 0.0
H 0.0 0.0 0.0
H 0.0 0.0 0.0
H 0.0 0.0 0.0
H 0.0 0.0 0.0
H 0.0 0.0 0.0
H 0.0 -0.1 0.0

Computed properties:
* spin multiplicity: 5
* Kohn-Sham gap (alpha / beta): 6.8400 / 6.6881 eV
* total charge: +2
* LUMO (alpha / beta): -0.1892 / -0.1949 Ha
* <S²>: 6.01

Atomic partial charges in e from the Löwdin method, atoms 1 to 2:
1. Cr 0.72
2. S 1.08


These records have maximum force values of 3.168; 1.622 eV Å⁻¹, in the order they appear.
These records have ΔE to the lowest compared entry with this formula, charge and spin values of 254.0; 39.8 kJ/mol, in the order they appear.